Here is a 11-piece molecular cluster, C44H77N11 overall at a distorted geometry from the OMol25 dataset. Energies are from wB97M-V/def2-TZVPD.

Geometry as XYZ:
```
132
Properties=species:S:1:pos:R:3:forces:R:3:lowdin_charge:R:1
C -10.8772 1.4375 -3.0470 0.4409 -0.3321 0.5024 -0.261
H -10.7611 2.0487 -0.9169 -0.1278 -0.1734 -0.1120 0.115
C -15.3055 -0.6702 -9.0935 -0.2683 -0.5480 0.2415 -0.254
C -9.0405 2.6989 -1.8445 -0.0898 -0.1777 -0.1169 -0.240
C -20.8019 0.9807 2.2144 -0.7117 0.2150 0.2945 -0.109
H -19.9614 1.6300 1.9701 0.1554 -0.1917 -0.0450 0.068
H -15.4095 1.8680 0.1926 0.0597 0.0331 0.0762 0.092
H -18.5130 2.1109 -1.4525 -0.2249 -0.2638 -0.3079 0.073
H -11.2316 2.8072 -4.5809 0.0284 -0.1331 -0.6533 0.078
H -13.7615 4.0515 -2.6119 -0.0862 0.0821 0.0481 0.074
H -21.2498 1.3785 3.1288 0.1096 -0.0130 0.0245 0.073
H -13.2747 -1.0840 -8.5345 0.1125 -0.1619 0.0954 0.116
H -13.8204 -5.6623 -2.1799 -0.0874 -0.3628 -0.0124 0.115
H -17.9849 4.4151 -1.9442 0.0414 -0.0039 -0.0773 0.096
H -18.2237 -6.3804 -1.0902 -0.0918 -0.0079 -0.0559 0.043
N -20.6113 5.9198 -2.6801 -0.1089 0.1034 -0.0056 0.139
H -11.9528 1.2943 -2.9448 -0.0310 -0.0483 -0.1936 0.063
C -15.5728 -0.6505 -4.0582 -0.3024 -0.3114 -0.7548 -0.191
H -8.8278 -2.1385 -6.0698 0.2845 0.0855 0.0280 0.076
C -20.6665 2.1760 -1.8142 -0.6871 0.2212 0.0066 -0.099
H -21.5724 1.1276 1.4527 0.1357 -0.2081 -0.1654 0.069
N -7.9180 2.9260 -1.7811 0.1644 0.0304 -0.0312 0.139
C -20.8118 -5.8623 -0.4168 0.0959 0.1201 0.2944 -0.171
H -21.2797 -1.0930 2.6686 -0.0131 -0.0237 0.0020 0.110
H -19.5221 -6.5415 1.2331 -0.0127 0.6236 -0.1929 0.112
H -15.0165 -4.2886 -0.5184 -0.0783 0.1489 -0.1235 0.079
N -18.2432 -2.2125 -7.1746 -0.0963 0.3147 -0.1794 0.166
C -14.6715 2.2492 -0.5146 0.1645 -0.3342 -0.1225 -0.187
C -20.1226 -4.5951 -0.6636 -0.1438 0.1038 -0.3560 -0.209
H -15.7379 0.3390 -10.9675 -0.0053 0.0191 -0.0094 0.071
H -15.7675 -5.8515 -0.4322 -0.1061 -0.0785 -0.1449 0.070
N -19.5738 -3.6180 -0.9167 -0.0202 -0.0844 0.1915 0.188
H -16.9170 -1.5907 -1.7513 0.1769 0.4420 -0.0028 0.060
H -13.2636 -5.4196 -7.8555 0.0329 -0.2732 -0.0430 0.084
H -17.5713 -4.6888 -5.3283 0.2921 0.1804 -0.1870 0.086
N -13.0569 3.8691 0.7276 0.5427 0.4044 0.2713 0.143
H -15.0814 3.6167 -3.7168 0.0714 0.0974 -0.0269 0.073
C -18.2692 -3.2691 -6.7330 0.2553 -0.1523 0.5475 -0.239
H -18.8735 -8.0142 -1.3519 -0.2288 0.1776 -0.1070 0.078
C -13.7463 3.1425 0.1767 -0.6676 -0.1426 -0.2701 -0.238
H -15.9994 3.7161 -1.4063 0.1096 0.0741 0.1386 0.094
H -20.4454 -7.7486 0.5283 -0.0384 -0.0869 -0.3800 0.110
C -20.0568 -4.3818 -4.4563 0.5994 -0.2222 0.0519 -0.105
H -16.6134 -2.5360 -4.1540 0.1360 0.0069 0.0421 0.070
H -20.9818 1.5081 -1.0105 0.2494 -0.4140 -0.2714 0.053
H -19.5688 -6.1813 -5.5571 -0.2347 -0.0780 -0.1679 0.106
C -14.2429 -1.5811 -8.4372 -0.1958 0.7084 -0.4464 -0.198
C -19.8557 5.0696 -2.5347 0.0619 -0.3429 0.2145 -0.232
H -19.2764 -2.0545 1.5374 -0.4177 -0.2240 -0.2578 0.109
H -15.8394 0.4063 -4.1155 0.1761 0.0825 0.1127 0.118
H -14.0803 1.3875 -0.8398 -0.1279 -0.0606 -0.0556 0.089
N -14.7771 -3.7102 -5.7584 -0.1689 0.1346 0.1651 0.204
H -18.0528 -0.3887 -2.5110 0.4156 0.2022 0.2590 0.063
C -15.6012 -5.0023 -1.1002 0.2680 -0.1814 0.3766 -0.100
H -12.2705 -2.9750 -4.6269 -0.2369 0.0694 -0.1933 0.098
H -10.5183 1.2391 -5.1776 -0.1340 0.2578 -0.2722 0.027
C -19.6431 -5.1103 -5.7375 0.4600 0.6470 0.0341 -0.237
H -15.2936 0.2546 -8.5156 0.0012 0.0992 -0.1443 0.110
C -16.8453 -1.4894 -3.9463 -0.1988 -0.1020 0.5875 -0.261
H -20.6662 1.6922 -2.7920 0.1946 -0.3399 0.1626 0.079
H -12.6573 -8.2677 -6.5884 0.0894 -0.0901 0.1377 0.077
H -19.9404 -3.3035 -4.5755 -0.3457 0.0475 -0.0278 0.074
N -17.5453 0.1666 0.4183 0.3303 0.2677 -0.1172 0.178
C -14.5701 -0.8251 -3.0100 -0.2227 0.2935 -0.0209 -0.234
H -17.8515 -5.2157 -7.0188 0.0490 -0.3394 0.2774 0.120
C -12.2766 -1.0215 -5.3843 0.3866 -0.5538 0.3275 -0.226
C -14.1472 -2.8967 -9.0667 0.1137 0.0412 0.2909 -0.223
H -14.3151 -6.5025 -6.9047 0.2656 -0.2777 -0.2964 0.122
C -18.4912 -0.3747 0.7698 -0.6929 0.1321 0.3241 -0.212
H -21.5088 2.8746 -1.8728 0.3464 0.3851 0.0388 0.075
C -12.3155 -6.2466 -6.0390 -0.2734 0.3841 -0.1854 -0.248
H -19.3323 3.1423 -0.4192 -0.3421 0.3265 -0.0941 0.111
C -19.8617 -6.8667 0.2469 -0.2124 -0.7681 0.5300 -0.251
C -10.2578 -2.2531 -4.4622 -0.5783 0.3713 -0.1067 -0.242
C -13.5264 -5.7460 -6.8485 -0.7349 0.2795 0.5274 -0.179
H -16.0730 2.1153 -2.0973 -0.0814 -0.0593 0.1661 0.088
H -10.4293 -1.7703 -3.4980 0.0228 -0.0401 0.0078 0.097
H -11.5090 -7.5335 -7.6419 0.2093 0.2806 0.0681 0.080
C -10.4673 2.3871 -1.9122 -0.3486 0.4596 -0.0329 -0.194
H -11.0239 -8.0131 -5.9953 0.1068 0.1225 -0.0141 0.075
H -11.4831 -2.7067 -6.2082 -0.0105 -0.2772 0.0901 0.116
C -14.2403 -4.6040 -6.2381 0.6876 -0.2574 -0.1155 -0.212
C -11.6138 -2.3156 -5.1943 0.2950 0.0650 -0.0779 -0.184
H -13.8926 2.4141 -3.2289 -0.0549 -0.0640 -0.0077 0.052
H -9.5310 2.5017 -4.3570 0.1516 -0.2504 -0.1986 0.070
H -15.1073 -6.5036 -4.1818 -0.2206 0.1113 -0.1562 0.091
H -18.6446 3.6424 -3.3762 0.0397 -0.2053 0.0550 0.122
H -15.2163 -1.3365 -11.1588 0.1308 -0.0230 -0.0472 0.072
H -20.3259 -4.8829 -6.5552 -0.2253 -0.3415 0.0629 0.110
H -20.3519 -1.2171 0.3793 0.0368 -0.1560 -0.0102 0.107
H -11.0014 3.3289 -2.0798 0.1127 0.0690 0.1669 0.115
C -19.3451 2.8221 -1.4654 0.5625 0.0983 0.4142 -0.266
H -16.6529 -6.0745 -3.4056 0.0041 0.1407 -0.0363 0.103
H -15.1120 -0.9219 -5.0099 0.1953 0.2313 0.0818 0.071
C -15.6274 -6.3965 -3.2273 0.7141 -0.9775 0.1527 -0.185
C -10.5027 2.0093 -4.4190 -0.2918 0.3676 1.1811 -0.094
N -14.0230 -3.9376 -9.5371 -0.0831 -0.0076 -0.0545 0.154
C -14.4747 3.2703 -2.8801 0.0668 -0.0958 0.2280 -0.089
C -9.1545 -1.5298 -5.2279 -0.2990 -0.0752 0.3924 -0.089
C -20.4137 -0.4801 2.4275 0.6393 0.9623 -0.0062 -0.250
H -21.6942 -5.6590 0.1925 0.1210 0.0004 0.1848 0.120
C -15.6845 -7.7651 -2.6631 -0.1422 0.8683 -0.0710 -0.227
C -15.0670 -0.4257 -10.5813 0.1554 0.0920 0.6194 -0.100
C -18.6594 -7.2542 -0.5987 0.3877 -0.1084 -0.1711 -0.111
C -15.3824 2.8720 -1.7144 0.0356 -0.1081 -0.4754 -0.255
H -16.5606 -4.5482 -1.3550 -0.0358 0.0125 0.1188 0.060
C -19.6919 -1.0882 1.2369 0.6135 -0.4647 -0.1640 -0.205
H -12.5841 -6.4007 -4.9927 -0.1441 0.1148 0.0316 0.102
C -14.8586 -5.3919 -2.3669 -0.6356 0.8503 -0.3453 -0.253
H -9.9941 -3.2900 -4.2506 0.2184 0.0334 -0.0029 0.106
H -10.4414 0.4533 -2.8495 0.1346 0.0608 -0.1760 0.094
C -17.5492 -1.3524 -2.6070 -0.7337 -0.6514 -0.0372 -0.119
H -9.4748 -0.5590 -5.6075 -0.1551 -0.0729 -0.0253 0.056
H -16.2750 -1.1393 -8.9088 -0.0772 0.1477 -0.1071 0.086
C -18.8886 3.9734 -2.3641 -0.1414 0.3968 -0.1279 -0.189
C -18.2427 -4.6272 -6.1849 -0.4761 -0.1122 -0.2899 -0.192
N -15.7553 -8.8137 -2.2094 0.0191 -0.4073 0.1500 0.147
H -14.8361 -4.4973 -2.9993 0.2756 0.0363 0.0584 0.083
C -11.8144 -7.5693 -6.5954 -0.4285 -0.2677 -0.2319 -0.100
H -17.5344 -1.1721 -4.7292 0.1705 0.0305 -0.1564 0.092
H -21.2146 -6.2254 -1.3639 0.2528 -0.1024 -0.1054 0.121
H -19.7208 -0.5006 3.2724 -0.1593 -0.1859 0.1109 0.113
H -19.3680 -4.6501 -3.6480 -0.0328 -0.0471 0.0071 0.052
H -18.3651 -2.0785 -2.5223 0.0655 0.0042 -0.1931 0.028
H -8.3541 -1.3205 -4.5186 0.3240 -0.1664 -0.3257 0.081
H -14.4719 -1.6702 -7.3764 0.0969 -0.2830 -0.0079 0.070
H -14.0371 -0.0759 -10.6806 -0.0262 -0.0092 -0.3936 0.076
N -13.7638 -0.8456 -2.1919 0.0682 -0.2357 0.0584 0.167
H -11.5920 -5.4299 -6.0582 0.3363 -0.2431 0.0247 0.100
N -12.7912 -0.0126 -5.5465 -0.2501 0.4588 -0.1869 0.197
H -17.8485 -7.6828 -0.0075 -0.1487 0.0303 0.1817 0.075
H -21.0561 -4.6418 -4.1148 -0.1201 0.1441 -0.1500 0.071
```
Positions in Å, forces in eV/Å.

Calculated values
Kohn-Sham gap = 0.4103 hartree
LUMO level = 0.08 eV
Energy above the lowest of the compared OMol25 structures with the same formula, charge and spin = 43.40 kJ/mol
Structure (SMILES) = CCCC#N.CCCC#N.CCCC#N.CCCC#N.CCCC#N.CCCC#N.CCCC#N.CCCC#N.CCCC#N.CCCC#N.CCCC#N
E_tot = -63266.62325 eV